Formula: C84H210As2F12N12O9
Source: the OMol25 dataset
Level of theory: ωB97M-V with the def2-TZVPD basis set

Results
**HOMO-LUMO gap**: 7.695 eV
**Net charge**: +10
**Total energy**: -280980.2892 eV
**2S+1**: 1
**Lowest unoccupied orbital energy**: -16.999 eV
**HOMO energy**: -24.695 eV

Structure (XYZ):
```
329
C84H210As2F12N12O9, DFT ωB97M-V with the def2-TZVPD basis set
C -1.958 -0.404 -6.000
C -2.454 -1.293 -4.810
N -3.993 -1.244 -4.706
C -4.572 0.168 -4.791
C -4.662 -2.187 -5.713
C -6.245 -2.253 -5.608
C -4.319 -1.682 -3.191
C -3.849 -3.170 -2.859
O -2.665 -2.915 -2.104
C -2.202 -4.060 -1.288
H -0.870 -0.445 -6.044
H -2.189 0.652 -5.859
H -2.319 -0.790 -6.953
H -2.127 -0.842 -3.873
H -2.088 -2.319 -4.829
H -4.756 0.372 -5.846
H -3.806 0.822 -4.375
H -5.448 0.298 -4.156
H -4.152 -3.139 -5.567
H -4.452 -1.934 -6.752
H -6.663 -2.331 -6.612
H -6.689 -1.425 -5.057
H -6.534 -3.172 -5.098
H -5.366 -1.499 -2.949
H -3.960 -0.857 -2.577
H -3.802 -3.894 -3.673
H -4.671 -3.626 -2.307
H -3.069 -4.501 -0.794
H -1.473 -3.617 -0.609
H -1.589 -4.809 -1.789
C -0.554 0.037 -0.856
C 0.559 0.895 -0.132
N 2.094 0.442 -0.082
C 2.792 0.171 -1.512
C 2.855 1.562 0.726
C 4.369 1.271 1.008
C 2.070 -0.917 0.694
C 1.613 -0.986 2.215
O 0.328 -0.572 2.544
C -0.765 -1.524 2.523
H -0.806 -0.807 -0.214
H -0.194 -0.358 -1.807
H -1.393 0.717 -0.996
H 0.195 1.094 0.877
H 0.655 1.856 -0.637
H 3.841 -0.120 -1.457
H 2.834 1.128 -2.030
H 2.194 -0.483 -2.147
H 2.346 1.653 1.685
H 2.779 2.421 0.059
H 4.899 0.802 0.178
H 4.420 0.656 1.906
H 4.999 2.136 1.213
H 3.091 -1.282 0.589
H 1.384 -1.433 0.022
H 2.181 -0.204 2.718
H 1.903 -1.937 2.662
H -0.674 -2.270 3.312
H -0.916 -2.034 1.571
H -1.722 -1.058 2.760
C -4.845 -2.496 2.837
N -5.827 -1.987 1.758
C -6.135 -3.300 1.026
C -7.059 -1.311 2.231
C -5.054 -1.089 0.706
C -4.677 0.327 1.158
O -3.748 0.213 2.200
H -4.008 -2.730 2.179
H -5.458 -3.180 3.424
H -4.630 -1.715 3.566
H -5.257 -3.732 0.545
H -6.861 -3.088 0.242
H -6.622 -3.963 1.741
H -6.755 -0.316 2.556
H -7.607 -1.916 2.952
H -7.694 -1.101 1.369
H -5.753 -1.073 -0.130
H -4.217 -1.645 0.281
H -5.505 0.987 1.415
H -4.224 0.711 0.244
H -3.514 1.076 2.550
C 2.245 -1.213 9.210
N 1.665 -2.453 8.482
C 2.321 -3.705 9.092
C 0.143 -2.435 8.851
C 1.878 -2.182 6.986
C 1.636 -3.425 6.099
O 0.530 -4.201 6.349
H 2.330 -1.376 10.284
H 1.816 -0.230 9.013
H 3.227 -0.949 8.818
H 2.075 -3.745 10.153
H 3.374 -3.449 8.976
H 2.074 -4.565 8.470
H 0.060 -2.443 9.938
H -0.349 -3.354 8.533
H -0.233 -1.546 8.343
H 2.959 -2.046 6.978
H 1.383 -1.249 6.716
H 2.489 -4.090 6.233
H 1.620 -3.126 5.051
H -0.142 -4.097 5.672
C 0.808 1.299 5.391
N -0.638 1.897 5.163
C -1.744 0.814 5.443
C -0.771 2.999 6.227
C -0.712 2.493 3.712
C -1.981 3.329 3.350
O -3.153 2.580 3.293
H 0.735 1.145 6.467
H 1.576 2.046 5.188
H 0.719 0.374 4.822
H -1.833 0.158 4.577
H -2.657 1.288 5.804
H -1.398 0.167 6.249
H -1.798 3.331 6.076
H 0.029 3.731 6.112
H -0.590 2.544 7.201
H -0.556 1.611 3.090
H 0.271 2.952 3.607
H -1.814 3.774 2.369
H -1.974 4.211 3.990
H -3.905 3.128 3.531
C -3.600 3.699 -0.730
N -4.229 4.250 -2.016
C -5.030 3.145 -2.712
C -5.095 5.496 -1.754
C -3.100 4.690 -2.905
C -2.331 3.717 -3.865
O -1.797 2.616 -3.159
H -2.861 2.956 -1.031
H -4.396 3.129 -0.250
H -3.135 4.554 -0.241
H -5.306 3.574 -3.676
H -5.997 3.055 -2.217
H -4.452 2.221 -2.692
H -4.589 6.312 -1.237
H -5.824 5.089 -1.053
H -5.600 5.807 -2.669
H -2.550 5.436 -2.332
H -3.659 5.274 -3.636
H -1.502 4.294 -4.275
H -2.897 3.451 -4.758
H -0.935 2.382 -3.513
C 5.187 -2.102 -5.391
N 5.674 -2.998 -4.230
C 5.092 -4.427 -4.386
C 7.217 -3.109 -4.492
C 5.341 -2.396 -2.890
C 5.757 -3.179 -1.622
O 5.570 -2.285 -0.627
H 4.130 -2.003 -5.144
H 5.376 -2.668 -6.303
H 5.576 -1.084 -5.411
H 5.707 -5.108 -3.798
H 5.291 -4.820 -5.383
H 4.056 -4.563 -4.077
H 7.323 -3.731 -5.381
H 7.658 -3.617 -3.634
H 7.622 -2.099 -4.555
H 4.267 -2.210 -2.899
H 5.773 -1.396 -2.936
H 6.732 -3.663 -1.573
H 5.135 -4.028 -1.339
H 6.165 -1.537 -0.719
C 7.344 0.770 6.451
N 6.200 1.667 5.954
C 4.885 1.011 6.454
C 6.458 3.022 6.673
C 6.227 1.753 4.414
C 7.487 2.266 3.748
O 7.713 3.629 4.053
H 7.210 0.365 7.454
H 8.277 1.312 6.297
H 7.216 -0.129 5.848
H 4.731 0.174 5.773
H 4.126 1.762 6.234
H 4.978 0.879 7.532
H 6.131 2.935 7.709
H 5.869 3.739 6.102
H 7.521 3.243 6.579
H 5.445 2.470 4.165
H 6.032 0.769 3.985
H 7.268 2.227 2.681
H 8.267 1.515 3.876
H 6.873 4.065 4.214
C 6.744 5.331 0.372
N 5.748 6.302 -0.309
C 4.473 6.268 0.580
C 6.354 7.708 -0.377
C 5.475 5.838 -1.774
C 4.992 4.292 -1.938
O 4.060 4.398 -3.015
H 7.654 5.316 -0.229
H 6.370 4.313 0.270
H 7.014 5.699 1.361
H 3.981 5.326 0.338
H 3.976 7.168 0.217
H 4.721 6.399 1.633
H 6.611 7.869 0.670
H 5.671 8.456 -0.780
H 7.268 7.599 -0.961
H 6.371 6.089 -2.343
H 4.707 6.532 -2.116
H 4.695 3.692 -1.078
H 5.831 3.788 -2.418
H 3.830 3.555 -3.412
C 0.738 -3.588 -3.906
C 1.105 -3.172 -5.367
C 0.565 -4.042 -6.484
C 0.212 -3.323 -7.759
N -0.812 -3.972 -8.737
C -2.212 -4.099 -8.050
C -2.500 -5.586 -7.640
C -1.641 -6.357 -8.666
C -0.420 -5.451 -8.896
C -0.897 -3.199 -10.039
C -1.452 -1.714 -9.801
C -1.684 -1.048 -11.173
H -0.349 -3.659 -3.862
H 1.099 -2.803 -3.242
H 1.230 -4.480 -3.516
H 2.169 -3.149 -5.600
H 0.678 -2.185 -5.543
H -0.323 -4.553 -6.114
H 1.292 -4.837 -6.650
H 1.101 -3.111 -8.353
H -0.271 -2.372 -7.531
H -2.941 -3.818 -8.810
H -2.337 -3.379 -7.241
H -3.571 -5.785 -7.672
H -2.133 -5.837 -6.644
H -2.164 -6.508 -9.610
H -1.455 -7.355 -8.269
H -0.060 -5.683 -9.899
H 0.386 -5.772 -8.237
H -1.609 -3.760 -10.644
H 0.073 -3.246 -10.533
H -0.820 -1.070 -9.190
H -2.405 -1.639 -9.277
H -2.109 -0.044 -11.134
H -2.381 -1.736 -11.652
H -0.732 -1.150 -11.693
C 1.053 4.806 -1.241
C 0.220 4.939 0.115
C 0.418 6.228 0.935
C -0.559 7.297 0.343
N -0.167 8.753 0.571
C -0.343 9.111 2.075
C -0.942 10.584 2.050
C -1.468 10.923 0.651
C -1.155 9.794 -0.151
C 1.301 8.953 0.040
C 1.765 10.387 -0.012
C 3.268 10.440 -0.289
H 1.137 3.798 -1.648
H 2.091 5.052 -1.017
H 0.763 5.499 -2.032
H 0.561 4.021 0.593
H -0.835 4.695 -0.013
H 1.450 6.503 0.720
H 0.483 6.137 2.019
H -1.554 7.119 0.751
H -0.628 7.215 -0.742
H 0.666 9.029 2.480
H -0.932 8.359 2.600
H -0.227 11.284 2.484
H -1.864 10.527 2.630
H -0.902 11.800 0.336
H -2.542 11.098 0.727
H -0.878 10.043 -1.175
H -2.101 9.253 -0.134
H 1.414 8.505 -0.947
H 1.914 8.377 0.733
H 1.594 10.926 0.920
H 1.210 10.760 -0.873
H 3.391 11.403 -0.785
H 3.587 9.603 -0.910
H 3.849 10.496 0.632
C -1.554 -6.215 2.878
C -2.032 -5.706 4.263
C -3.123 -6.640 4.855
C -4.439 -6.580 3.954
N -5.446 -7.771 4.263
C -4.823 -9.142 3.808
C -5.442 -9.430 2.442
C -6.772 -8.747 2.429
C -6.675 -7.558 3.397
C -5.869 -7.791 5.800
C -6.832 -8.949 6.157
C -7.654 -8.561 7.379
H -2.327 -6.472 2.154
H -0.990 -7.139 3.004
H -0.893 -5.506 2.380
H -2.269 -4.643 4.211
H -1.203 -5.709 4.971
H -3.352 -6.128 5.790
H -2.688 -7.621 5.045
H -4.131 -6.690 2.914
H -4.983 -5.636 3.907
H -5.111 -9.903 4.533
H -3.734 -9.109 3.775
H -5.414 -10.464 2.097
H -4.754 -8.943 1.751
H -7.524 -9.484 2.709
H -7.113 -8.478 1.429
H -7.576 -7.673 4.000
H -6.686 -6.623 2.836
H -6.353 -6.829 5.968
H -4.972 -7.798 6.420
H -6.277 -9.836 6.462
H -7.414 -9.317 5.312
H -8.350 -7.815 6.993
H -7.006 -8.026 8.074
H -8.285 -9.195 8.001
As 1.699 1.926 -5.432
F 2.922 2.794 -6.423
F 0.744 3.442 -5.464
F 0.352 1.129 -4.514
F 2.736 0.492 -5.427
F 2.407 2.451 -3.869
F 1.019 1.326 -6.894
As 7.812 1.077 -1.737
F 6.131 1.125 -2.500
F 7.092 1.916 -0.290
F 9.359 1.074 -0.859
F 8.493 0.109 -3.125
F 8.136 2.605 -2.614
F 7.487 -0.503 -0.955
```